1.
# C9H14O

2 unconnected molecules or ions with the total composition C9H14O at a distorted geometry (ωB97M-V/def2-TZVPD, the Open Molecules 2025 dataset).

The SMILES is Cc1ccc(O)cc1.CC. As for the HOMO-LUMO gap: 9.346 eV. The relative energy (zero: lowest compared OMol25 entry of this formula, charge and spin) is 71.1 kJ/mol. As for the HOMO energy: -8.4 eV.

```
24
C9H14O ωB97M-V/def2-TZVPD
C 0.088 1.008 -3.303
C -0.492 1.765 0.853
C 0.155 2.733 0.129
C -1.080 0.710 0.218
C 0.451 2.495 -1.224
C -0.877 0.461 -1.137
C -0.138 1.376 -1.866
O -0.768 1.936 2.194
H -0.328 2.713 2.508
H 0.523 3.684 0.516
H -1.653 0.043 0.858
H 0.838 3.266 -1.882
H -1.228 -0.439 -1.620
H 0.522 0.010 -3.377
H 0.802 1.628 -3.869
H -0.872 0.950 -3.832
C 0.747 -2.362 1.746
C 0.262 -3.792 1.960
H 0.440 -2.025 0.758
H 0.363 -1.658 2.517
H 1.784 -2.039 1.852
H -0.503 -3.841 2.734
H -0.147 -4.203 1.030
H 1.110 -4.421 2.237
```

2.
# C9H14O

2 unconnected molecules or ions with the total composition C9H14O at a distorted geometry (ωB97M-V/def2-TZVPD, the Open Molecules 2025 dataset).

The SMILES is Cc1ccc(O)cc1.CC. As for the HOMO-LUMO gap: 9.240 eV. The relative energy (zero: lowest compared OMol25 entry of this formula, charge and spin) is 29.9 kJ/mol. As for the HOMO energy: -8.4 eV.

```
24
C9H14O ωB97M-V/def2-TZVPD
C -0.514 0.019 -2.568
C -1.247 -0.236 -3.902
H 0.554 -0.159 -2.617
H -0.620 1.008 -2.140
H -0.910 -0.643 -1.798
H -1.504 0.688 -4.420
H -2.123 -0.845 -3.717
H -0.597 -0.805 -4.564
C -1.640 2.094 0.444
C -0.646 1.009 0.751
C -0.993 -0.163 1.382
C 0.715 1.186 0.432
C -0.088 -1.193 1.639
C 1.622 0.183 0.665
C 1.239 -0.996 1.306
O 2.260 -1.888 1.555
H -2.658 1.763 0.244
H -1.271 2.696 -0.377
H -1.999 -0.308 1.746
H 0.954 2.098 -0.110
H -0.377 -2.142 2.076
H 2.649 0.294 0.339
H 1.950 -2.581 2.166
H -1.650 2.812 1.264
```

3.
# C9H14O

2 unconnected molecules or ions with the total composition C9H14O at a distorted geometry (ωB97M-V/def2-TZVPD, the Open Molecules 2025 dataset).

The SMILES is Cc1ccc(O)cc1.CC. As for the HOMO-LUMO gap: 9.624 eV. The relative energy (zero: lowest compared OMol25 entry of this formula, charge and spin) is 37.4 kJ/mol. As for the HOMO energy: -8.8 eV.

```
24
C9H14O ωB97M-V/def2-TZVPD
C 1.349 -2.021 0.981
C 2.777 -1.738 1.425
H 1.323 -2.219 -0.094
H 0.971 -2.950 1.426
H 0.587 -1.273 1.180
H 2.799 -1.576 2.502
H 3.218 -0.881 0.917
H 3.373 -2.635 1.234
C -1.558 1.856 2.061
C -1.886 0.357 0.035
C -1.091 1.155 0.828
C -1.484 -0.219 -1.167
C -0.162 -0.055 -1.543
C 0.197 1.406 0.331
C 0.658 0.765 -0.796
O 0.308 -0.472 -2.780
H -2.897 0.162 0.404
H -2.141 -0.914 -1.669
H -1.771 2.911 1.857
H -0.786 1.844 2.838
H 0.788 2.156 0.841
H 0.263 -1.430 -2.841
H 1.714 0.790 -1.027
H -2.456 1.421 2.501
```